1.
Density functional theory data (wB97M-V/def2-TZVPD) for C4H9NS in the gas phase at a distorted geometry.

Atoms and positions in Å:
1 C 0.26225 0.87635 1.50033
2 N 0.90721 -0.17652 0.73452
3 C -0.00044 -1.11572 0.12361
4 C -0.25799 -0.69659 -1.32708
5 C -0.48130 0.81432 -1.41885
6 S -1.75507 1.60125 -2.02151
7 H -0.24083 1.56771 0.78952
8 H 1.01007 1.38057 2.11605
9 H -0.51799 0.49334 2.14641
10 H 1.61540 -0.66000 1.26094
11 H -0.96144 -1.17537 0.62775
12 H 0.49815 -2.07670 0.12793
13 H 0.65677 -0.89710 -1.89233
14 H -1.07949 -1.32548 -1.76698
15 H 0.34471 1.38994 -1.00029

**Energy above the lowest of the compared OMol25 structures with the same formula, charge and spin**: 1.408 eV
**2S+1**: 1
**E_tot**: -610.7020 a.u.
**Gap between HOMO and LUMO**: 0.3118 Ha
**LUMO**: 0.06 eV
**SMILES**: CNCCC=S

Charges obtained by natural (NBO) population analysis, quoted in units of e: atom 1 (C): -0.413, atom 2 (N): -0.645, atom 3 (C): -0.209, atom 4 (C): -0.483, atom 5 (C): -0.256, atom 6 (S): 0.047, atom 7 (H): 0.196, atom 8 (H): 0.207, atom 9 (H): 0.169, atom 10 (H): 0.368, atom 11 (H): 0.174, atom 12 (H): 0.202, atom 13 (H): 0.226, atom 14 (H): 0.220, atom 15 (H): 0.197

---

2.
Density functional theory data (wB97M-V/def2-TZVPD) for a molecular structure, C33H57IIrN2O2Si at a distorted geometry.

Atoms and positions in Å:
1 O 0.64547 -2.51780 -2.39133
2 O -1.32742 -1.90916 -4.89122
3 C 2.00642 -2.63735 -3.06154
4 C 2.95794 -3.37465 -2.15578
5 H 2.32358 -1.61208 -3.28154
6 H 1.79206 -3.13793 -4.00927
7 H 3.09301 -2.84874 -1.20131
8 H 3.93682 -3.41741 -2.64625
9 H 2.61691 -4.40094 -1.96525
10 C -0.23283 -3.75676 -2.28622
11 C -0.10917 -4.55067 -3.54872
12 H -1.22771 -3.34198 -2.12841
13 H 0.10514 -4.30195 -1.39793
14 H -0.47415 -3.95277 -4.39752
15 H -0.74468 -5.44137 -3.46223
16 H 0.91435 -4.90473 -3.74003
17 C -2.70980 -1.74247 -4.55318
18 C -0.83304 -1.22337 -6.04119
19 C -3.44431 -3.05385 -4.73231
20 H -3.16216 -0.94087 -5.16510
21 H -2.72535 -1.43022 -3.49295
22 H -3.44212 -3.35122 -5.78660
23 H -4.48040 -2.94062 -4.40774
24 H -2.97455 -3.84811 -4.14238
25 C -1.06536 -2.01427 -7.31182
26 H 0.24228 -1.09477 -5.85397
27 H -1.30180 -0.22939 -6.10688
28 H -0.72382 -3.04977 -7.20939
29 H -0.51320 -1.55446 -8.13364
30 H -2.12895 -2.02160 -7.57420
31 H 0.68998 -1.94314 -1.52855
32 N 1.48382 1.20964 0.87573
33 C 1.45425 2.44855 1.39079
34 C 0.32283 3.26020 1.28980
35 C -0.97266 2.84307 1.01727
36 C 2.70263 2.95414 2.05703
37 H 3.56791 2.93902 1.37543
38 H 2.95689 2.37972 2.96141
39 H 2.53504 3.99488 2.35401
40 C -2.15020 3.76907 1.06730
41 H -2.84072 3.50679 1.88364
42 H -2.71903 3.76378 0.12278
43 H -1.78943 4.78983 1.23846
44 N -1.21559 1.54252 0.74600
45 C 2.60448 0.33886 1.11629
46 C 3.61604 0.19696 0.14793
47 C 3.58752 0.91333 -1.16091
48 C 4.71880 -0.62028 0.42653
49 H 5.48876 -0.72965 -0.33422
50 C 4.83977 -1.25426 1.66394
51 H 5.71061 -1.87121 1.87580
52 C 3.84145 -1.09867 2.62389
53 H 3.91965 -1.58652 3.59680
54 C 2.71859 -0.31246 2.36555
55 C 1.65200 -0.19254 3.40679
56 C -2.48033 0.96969 1.08649
57 C -3.40332 0.64459 0.07895
58 C -3.05699 0.85229 -1.35553
59 C -4.67734 0.20008 0.44590
60 H -5.39514 -0.01146 -0.34696
61 C -5.00734 0.03410 1.79474
62 H -6.00036 -0.32095 2.06502
63 C -4.06946 0.32192 2.78284
64 H -4.30728 0.18922 3.84024
65 C -2.80487 0.80067 2.45077
66 C -1.81744 1.14945 3.51583
67 Ir 0.08527 0.63936 -0.44742
68 H 3.59561 0.20625 -2.00579
69 H 4.47612 1.55567 -1.28189
70 H 2.69744 1.54773 -1.25295
71 H 1.38588 0.85227 3.61170
72 H 2.01116 -0.63855 4.34303
73 H 0.74663 -0.74309 3.11298
74 H -3.61171 0.15124 -1.99615
75 H -1.97385 0.67423 -1.54117
76 H -3.29047 1.87665 -1.69146
77 H -0.81522 0.75215 3.30519
78 H -2.15640 0.71078 4.46232
79 H -1.72329 2.23763 3.65972
80 H 0.45618 4.30442 1.55789
81 C 0.34925 0.20823 -2.32352
82 Si 0.38972 2.00052 -2.96633
83 H 1.30877 -0.25944 -2.55873
84 H -0.47740 -0.34164 -2.79738
85 C 1.65399 1.83196 -4.37470
86 C 0.96369 3.52120 -2.02561
87 C -1.27321 2.43697 -3.72128
88 H -1.80465 1.54741 -4.08543
89 H -1.11363 3.11730 -4.57201
90 H -1.91230 2.96124 -2.99839
91 H 2.60524 1.41292 -4.01628
92 H 1.87414 2.82123 -4.80478
93 H 1.27996 1.18349 -5.18041
94 H 1.83496 3.35791 -1.37854
95 H 0.15413 3.94874 -1.41772
96 H 1.24965 4.27992 -2.77560
97 I -0.26222 -1.69487 0.58471

**Total charge**: +1
**Energy above the lowest of the compared OMol25 structures with the same formula, charge and spin**: 0.000 eV
**2S+1**: 5
**E_tot**: -2242.7965 a.u.
**Gap between HOMO and LUMO (spin up / spin down)**: 0.2529 / 0.2238 Ha
**LUMO (spin up / spin down)**: -2.30 / -4.50 eV
**Expectation value of S²**: 6.017

Charges obtained by Löwdin population analysis, quoted in units of e: atom 1 (O): -0.214, atom 2 (O): -0.224, atom 3 (C): -0.133, atom 4 (C): -0.037, atom 5 (H): 0.110, atom 6 (H): 0.119, atom 7 (H): 0.084, atom 8 (H): 0.100, atom 9 (H): 0.090, atom 10 (C): -0.162, atom 11 (C): -0.066, atom 12 (H): 0.111, atom 13 (H): 0.112, atom 14 (H): 0.075, atom 15 (H): 0.106, atom 16 (H): 0.085, atom 17 (C): -0.260, atom 18 (C): -0.269, atom 19 (C): -0.061, atom 20 (H): 0.128, atom 21 (H): 0.099, atom 22 (H): 0.080, atom 23 (H): 0.083, atom 24 (H): 0.066, atom 25 (C): -0.068, atom 26 (H): 0.111, atom 27 (H): 0.116, atom 28 (H): 0.081, atom 29 (H): 0.081, atom 30 (H): 0.078, atom 31 (H): -0.035, atom 32 (N): -0.124, atom 33 (C): -0.312, atom 34 (C): -0.031, atom 35 (C): -0.330, atom 36 (C): 0.012, atom 37 (H): 0.104, atom 38 (H): 0.099, atom 39 (H): 0.089, atom 40 (C): 0.011, atom 41 (H): 0.100, atom 42 (H): 0.100, atom 43 (H): 0.091, atom 44 (N): -0.155, atom 45 (C): -0.256, atom 46 (C): -0.226, atom 47 (C): -0.048, atom 48 (C): -0.048, atom 49 (H): 0.118, atom 50 (C): -0.062, atom 51 (H): 0.109, atom 52 (C): -0.032, atom 53 (H): 0.118, atom 54 (C): -0.246, atom 55 (C): -0.066, atom 56 (C): -0.277, atom 57 (C): -0.233, atom 58 (C): -0.063, atom 59 (C): -0.033, atom 60 (H): 0.115, atom 61 (C): -0.062, atom 62 (H): 0.108, atom 63 (C): -0.037, atom 64 (H): 0.117, atom 65 (C): -0.228, atom 66 (C): -0.025, atom 67 (Ir): 1.112, atom 68 (H): 0.076, atom 69 (H): 0.106, atom 70 (H): 0.021, atom 71 (H): 0.074, atom 72 (H): 0.091, atom 73 (H): 0.008, atom 74 (H): 0.082, atom 75 (H): -0.005, atom 76 (H): 0.087, atom 77 (H): 0.050, atom 78 (H): 0.090, atom 79 (H): 0.092, atom 80 (H): 0.121, atom 81 (C): -0.537, atom 82 (Si): 0.390, atom 83 (H): -0.026, atom 84 (H): 0.015, atom 85 (C): -0.176, atom 86 (C): -0.188, atom 87 (C): -0.172, atom 88 (H): 0.026, atom 89 (H): 0.047, atom 90 (H): 0.020, atom 91 (H): 0.021, atom 92 (H): 0.036, atom 93 (H): 0.022, atom 94 (H): 0.016, atom 95 (H): 0.024, atom 96 (H): 0.051, atom 97 (I): 0.647

---

3.
Density functional theory data (wB97M-V/def2-TZVPD) for C2H3N3O in the gas phase at a distorted geometry.

Atoms and positions in Å:
1 O 1.10485 1.56003 -0.41918
2 C 0.36958 0.45810 -0.25500
3 C 0.77352 -0.79335 0.31142
4 N -0.29431 -1.51917 0.49589
5 N -1.31807 -0.79481 -0.06133
6 N -0.89428 0.42970 -0.51632
7 H 0.48277 2.22600 -0.75476
8 H 1.76993 -1.11070 0.58518
9 H -1.99399 -0.45579 0.61409

**Energy above the lowest of the compared OMol25 structures with the same formula, charge and spin**: 1.717 eV
**2S+1**: 1
**E_tot**: -317.4692 a.u.
**Gap between HOMO and LUMO**: 0.3919 Ha
**LUMO**: 0.82 eV
**SMILES**: Oc1cn[nH]n1

Charges obtained by natural (NBO) population analysis, quoted in units of e: atom 1 (O): -0.647, atom 2 (C): 0.406, atom 3 (C): -0.095, atom 4 (N): -0.204, atom 5 (N): -0.242, atom 6 (N): -0.331, atom 7 (H): 0.496, atom 8 (H): 0.224, atom 9 (H): 0.394

---

- What is the E_tot in the third record?
  -317.4692 a.u.

---

- Look up the E_tot of the second one.
  -2242.7965 a.u.

---

- What is the energy above the lowest of the compared OMol25 structures with the same formula, charge and spin in the second record?
  0.000 eV